{
  "formula": "C47H30CaCl2N9O6",
  "method": "ωB97M-V/def2-TZVPD",
  "e_lumo_ev": 1.3375,
  "homo_lumo_gap_ev": 5.914,
  "e_tot_ev": -118411.75723,
  "charge": -1,
  "de_lowest_ev": 0.0000,
  "homo_ev": -4.58,
  "multiplicity": 1,
  "symbols": ["Ca", "Cl", "C", "C", "C", "N", "C", "O", "C", "C", "C", "C", "C", "N", "C", "C", "C", "Cl", "N", "C", "O", "C", "C", "C", "C", "C", "N", "H", "H", "H", "H", "H", "H", "H", "H", "H", "H", "C", "O", "C", "C", "C", "C", "C", "C", "N", "N", "C", "C", "O", "C", "C", "C", "C", "C", "C", "C", "C", "H", "H", "H", "H", "H", "H", "H", "H", "H", "H", "H", "H", "H", "O", "N", "O", "C", "C", "C", "C", "C", "C", "N", "C", "C", "N", "C", "C", "C", "C", "H", "H", "H", "H", "H", "H", "H"],
  "positions_angstrom": [[0.9885, -0.1407, -0.2710], [0.1828, -3.4334, -6.6426], [0.9724, -2.6920, -5.2753], [0.2961, -1.7129, -4.5682], [0.8603, -1.1052, -3.4432], [0.2394, -0.1095, -2.6817], [-1.0553, 0.1460, -2.8263], [-1.9303, -0.4454, -3.4875], [-1.5348, 1.3694, -2.0498], [-2.7846, 1.8896, -2.3723], [-3.2400, 3.0093, -1.7011], [-2.4374, 3.5685, -0.7195], [-1.2184, 2.9678, -0.4469], [-0.7659, 1.8917, -1.0883], [2.1641, -1.5063, -3.0413], [2.8342, -2.4765, -3.7859], [2.2425, -3.0791, -4.8830], [3.1142, -4.3274, -5.7306], [2.6547, -1.0118, -1.8294], [3.9682, -0.8498, -1.6703], [4.8840, -0.9653, -2.4977], [4.3686, -0.4657, -0.2534], [5.7166, -0.3194, 0.0537], [6.0725, -0.0147, 1.3549], [5.0756, 0.1268, 2.3090], [3.7577, -0.0299, 1.9120], [3.4100, -0.3113, 0.6588], [-0.6992, -1.4368, -4.8737], [-3.3608, 1.3898, -3.1374], [-4.2075, 3.4368, -1.9358], [-2.7439, 4.4448, -0.1638], [-0.5817, 3.3702, 0.3329], [3.8298, -2.7718, -3.4922], [6.4373, -0.4549, -0.7396], [7.1146, 0.1056, 1.6259], [5.3065, 0.3568, 3.3406], [2.9394, 0.0698, 2.6149], [2.5562, 2.3374, -1.9718], [2.1692, 2.0450, -0.6295], [2.1534, 3.0636, 0.2689], [2.7070, 4.3111, 0.0059], [2.6772, 5.3055, 0.9742], [2.1026, 5.0543, 2.2091], [1.5461, 3.8119, 2.4691], [1.5406, 2.8056, 1.5075], [0.9523, 1.5206, 1.6979], [0.3082, 1.4609, 2.7909], [-0.2433, 0.3077, 3.2478], [0.0838, -1.0030, 2.7627], [0.8218, -1.2396, 1.7806], [-0.4755, -2.1271, 3.5054], [-1.3159, -1.9626, 4.5413], [-1.6926, -0.6568, 5.0108], [-2.5870, -0.4994, 6.0807], [-2.9465, 0.7492, 6.5274], [-2.4084, 1.8774, 5.8947], [-1.5342, 1.7453, 4.8413], [-1.1438, 0.4732, 4.3731], [1.9437, 3.1486, -2.3712], [2.3726, 1.4282, -2.5356], [3.6153, 2.6003, -2.0166], [3.1656, 4.5092, -0.9511], [3.1153, 6.2713, 0.7570], [2.0906, 5.8204, 2.9738], [1.0994, 3.5957, 3.4290], [-0.1963, -3.1101, 3.1463], [-1.7349, -2.8262, 5.0480], [-2.9938, -1.3886, 6.5501], [-3.6389, 0.8617, 7.3518], [-2.6883, 2.8679, 6.2334], [-1.1360, 2.6220, 4.3504], [-6.2139, -1.5058, -2.2417], [-5.6001, -2.5557, -2.1983], [-6.0688, -3.6336, -2.5113], [-4.1938, -2.5188, -1.7739], [-3.3834, -3.4414, -2.3262], [-1.9914, -3.4608, -2.0190], [-1.1211, -4.4217, -2.5629], [0.2013, -4.3902, -2.2183], [0.6410, -3.3666, -1.3648], [-0.1489, -2.4331, -0.8720], [-1.4583, -2.4877, -1.1679], [-2.3417, -1.4969, -0.5723], [-1.7789, -0.5812, 0.2387], [-2.5631, 0.2642, 0.8718], [-3.9527, 0.2674, 0.7295], [-4.5338, -0.6127, -0.1461], [-3.7221, -1.5247, -0.8430], [-3.7917, -4.1681, -3.0149], [-1.5083, -5.1652, -3.2493], [0.9133, -5.0985, -2.6181], [1.6866, -3.2904, -1.0921], [-2.0777, 0.9853, 1.5192], [-4.5481, 0.9754, 1.2896], [-5.6002, -0.6024, -0.3054]],
  "forces_ev_per_a": [[-0.2, 0.1, 0.1], [0.0, 0.0, 0.0], [0.1, 0.0, 0.0], [0.0, 0.0, 0.0], [0.0, 0.0, 0.0], [0.0, 0.0, 0.1], [0.0, 0.1, -0.1], [0.0, 0.0, 0.0], [0.0, 0.0, 0.0], [0.0, 0.0, 0.0], [0.0, 0.0, 0.0], [0.0, 0.0, 0.0], [0.0, 0.0, 0.0], [-0.1, 0.0, -0.1], [0.0, 0.0, 0.0], [0.0, 0.0, 0.0], [-0.1, 0.0, 0.0], [0.0, 0.0, 0.0], [0.1, 0.1, 0.0], [0.0, -0.1, -0.1], [0.0, 0.0, 0.0], [0.0, 0.0, 0.0], [0.0, 0.0, 0.0], [0.0, 0.0, 0.0], [0.0, 0.0, 0.0], [0.0, 0.0, 0.0], [0.0, 0.0, 0.0], [0.0, 0.0, 0.0], [0.0, 0.0, 0.0], [0.0, 0.0, 0.0], [0.0, 0.0, 0.0], [0.0, 0.0, 0.0], [0.0, 0.0, 0.0], [0.0, 0.0, 0.0], [0.0, 0.0, 0.0], [0.0, 0.0, 0.0], [0.0, 0.0, 0.0], [0.0, 0.0, 0.0], [0.0, 0.1, -0.1], [0.0, -0.1, 0.0], [0.0, 0.0, 0.0], [0.0, 0.0, 0.0], [0.0, 0.0, 0.0], [0.0, -0.1, 0.0], [0.1, 0.0, 0.0], [0.0, 0.0, 0.1], [-0.1, 0.1, 0.0], [0.1, 0.0, 0.0], [-0.1, -0.1, 0.0], [0.1, 0.1, 0.1], [0.0, 0.0, 0.0], [0.0, 0.0, 0.0], [0.0, 0.0, 0.0], [0.0, 0.0, 0.0], [0.0, 0.0, 0.0], [0.0, 0.0, 0.0], [0.0, 0.0, 0.0], [0.0, 0.0, 0.0], [0.0, 0.0, 0.0], [0.0, 0.0, 0.0], [0.0, 0.0, 0.0], [0.0, 0.0, 0.0], [0.0, 0.0, 0.0], [0.0, 0.0, 0.0], [0.0, 0.0, 0.0], [0.0, 0.0, 0.0], [0.0, 0.0, 0.0], [0.0, 0.0, 0.0], [0.0, 0.0, 0.0], [0.0, 0.0, 0.0], [0.0, 0.0, 0.0], [0.0, 0.0, 0.0], [0.0, 0.0, 0.0], [0.0, 0.0, 0.0], [0.1, 0.0, 0.0], [0.0, 0.0, 0.0], [0.0, 0.0, 0.0], [0.0, 0.0, 0.0], [0.0, 0.0, 0.0], [0.0, 0.0, 0.0], [0.1, -0.2, 0.1], [0.0, 0.1, 0.0], [0.1, 0.0, 0.0], [0.0, -0.1, 0.0], [0.0, 0.0, 0.0], [0.0, 0.0, 0.0], [0.0, 0.0, 0.0], [-0.1, 0.0, 0.0], [0.0, 0.0, 0.0], [0.0, 0.0, 0.0], [0.0, 0.0, 0.0], [0.0, 0.0, 0.0], [0.0, 0.0, 0.0], [0.0, 0.0, 0.0], [0.0, 0.0, 0.0]]
}

***

{
  "formula": "C47H32B3F9O17",
  "method": "ωB97M-V/def2-TZVPD",
  "e_lumo_ev": -1.7087,
  "homo_lumo_gap_ev": 8.358,
  "e_tot_ev": -110551.56733,
  "charge": 0,
  "homo_ev": -10.07,
  "multiplicity": 1,
  "smiles": "CB1OBOB(C(F)(F)C(F)(F)C(F)(F)C(F)(F)F)O1.O=C1C=CC(=O)C=C1.O=C1C=CC(=O)C=C1.O=C1C=CC(=O)C=C1.O=C1C=CC(=O)C=C1.O=C1C=CC(=O)C=C1.O=C1C=CC(=O)C=C1.O=C1C=CC(=O)C=C1",
  "symbols": ["C", "B", "O", "B", "O", "B", "C", "F", "F", "C", "F", "F", "C", "F", "F", "C", "F", "F", "F", "O", "H", "H", "H", "H", "O", "C", "C", "C", "C", "O", "C", "C", "H", "H", "H", "H", "O", "C", "C", "C", "C", "O", "C", "C", "H", "H", "H", "H", "O", "C", "C", "C", "C", "O", "C", "C", "H", "H", "H", "H", "O", "C", "C", "C", "C", "O", "C", "C", "H", "H", "H", "H", "O", "C", "C", "C", "C", "O", "C", "C", "H", "H", "H", "H", "O", "C", "C", "C", "C", "O", "C", "C", "H", "H", "H", "H", "O", "C", "C", "C", "C", "O", "C", "C", "H", "H", "H", "H"],
  "positions_angstrom": [[5.9067, 0.4157, 0.7834], [5.1595, 1.7101, 0.3715], [5.3185, 2.3625, -0.8449], [4.4769, 3.4379, -1.0733], [3.1569, 3.3339, -0.6243], [3.0399, 2.5732, 0.5040], [1.6416, 1.8968, 0.9629], [1.5599, 0.6724, 0.3386], [1.6492, 1.6723, 2.3140], [0.3615, 2.6931, 0.6308], [0.4458, 3.8507, 1.3374], [0.3635, 2.9930, -0.6924], [-1.0182, 2.0231, 0.9568], [-1.8954, 3.0014, 1.3066], [-0.8948, 1.1707, 1.9998], [-1.6898, 1.2544, -0.2224], [-2.7513, 0.5983, 0.2520], [-2.1037, 2.1055, -1.1681], [-0.8510, 0.3665, -0.7660], [4.1611, 2.2580, 1.2237], [5.3825, -0.4232, 0.3046], [5.8181, 0.2626, 1.8625], [6.9577, 0.3831, 0.4962], [4.8799, 4.4114, -1.5962], [3.9446, 6.5636, -0.7536], [3.4925, 7.0273, 0.2729], [2.0271, 7.0755, 0.5102], [1.5310, 7.5611, 1.6453], [2.4247, 8.0695, 2.7189], [1.9692, 8.4982, 3.7581], [3.8910, 8.0236, 2.4817], [4.3799, 7.5407, 1.3422], [1.4022, 6.6893, -0.2853], [0.4684, 7.6044, 1.8481], [4.5264, 8.3941, 3.2736], [5.4433, 7.4947, 1.1428], [-5.3246, -2.0072, -1.8352], [-4.7206, -1.6046, -2.8070], [-3.7552, -0.4808, -2.6978], [-3.0890, -0.0406, -3.7622], [-3.2841, -0.6529, -5.1021], [-2.6720, -0.2508, -6.0687], [-4.2509, -1.7739, -5.2101], [-4.9147, -2.2139, -4.1454], [-3.6166, -0.0463, -1.7200], [-2.3777, 0.7744, -3.7090], [-4.3806, -2.2096, -6.1895], [-5.6212, -3.0316, -4.2072], [4.6391, 4.1413, 8.9574], [4.9279, 4.8889, 8.0486], [3.9074, 5.3557, 7.0760], [4.2270, 6.1744, 6.0768], [5.6166, 6.6535, 5.8924], [5.9334, 7.3957, 4.9846], [6.6375, 6.1911, 6.8679], [6.3201, 5.3737, 7.8671], [2.8990, 4.9947, 7.2283], [3.4906, 6.5313, 5.3689], [7.6440, 6.5576, 6.7113], [7.0466, 5.0227, 8.5889], [-6.1259, -7.6708, -10.6310], [-6.0008, -6.8645, -9.7353], [-4.9162, -6.9870, -8.7295], [-4.7859, -6.1032, -7.7442], [-5.7212, -4.9619, -7.6147], [-5.6048, -4.1570, -6.7111], [-6.8081, -4.8342, -8.6162], [-6.9372, -5.7171, -9.6022], [-4.2504, -7.8325, -8.8399], [-4.0061, -6.1717, -6.9990], [-7.4763, -3.9914, -8.4938], [-7.7196, -5.6506, -10.3475], [4.0956, -6.6073, 1.2737], [4.7611, -5.6166, 1.4799], [6.2455, -5.6634, 1.4450], [6.9761, -4.5754, 1.6713], [6.3388, -3.2676, 1.9675], [7.0025, -2.2734, 2.1677], [4.8543, -3.2203, 2.0043], [4.1235, -4.3081, 1.7774], [6.6861, -6.6276, 1.2261], [8.0584, -4.5837, 1.6508], [4.4122, -2.2567, 2.2248], [3.0411, -4.2994, 1.7978], [-4.7827, 2.2492, 5.4842], [-3.7765, 2.9187, 5.5635], [-2.6165, 2.6779, 4.6681], [-1.5088, 3.4069, 4.7626], [-1.3909, 4.5016, 5.7557], [-0.3822, 5.1704, 5.8353], [-2.5511, 4.7500, 6.6473], [-3.6559, 4.0140, 6.5603], [-2.7214, 1.8751, 3.9497], [-0.6470, 3.2412, 4.1277], [-2.4384, 5.5542, 7.3630], [-4.5150, 4.1718, 7.1997], [-6.7920, -10.0292, -1.8007], [-6.1662, -9.6956, -2.7818], [-5.1784, -8.5867, -2.7277], [-4.4925, -8.2214, -3.8072], [-4.6854, -8.9068, -5.1085], [-4.0633, -8.5708, -6.0954], [-5.6726, -10.0125, -5.1660], [-6.3585, -10.3792, -4.0873], [-5.0566, -8.1028, -1.7671], [-3.7690, -7.4160, -3.7931], [-5.7953, -10.4935, -6.1281], [-7.0835, -11.1829, -4.1016]],
  "forces_ev_per_a": [[-0.1, 0.2, 0.3], [0.0, 0.4, 0.0], [-0.2, 0.1, 0.6], [0.1, -0.1, -0.3], [0.2, -0.3, 0.2], [0.2, 0.5, 0.1], [-0.2, 0.0, 0.3], [0.1, 0.2, 0.2], [0.0, 0.0, -0.4], [0.0, 0.1, -0.1], [-0.1, -0.3, -0.2], [0.0, 0.0, 0.4], [-0.3, 0.2, 0.2], [0.4, -0.4, -0.1], [-0.1, 0.3, -0.3], [0.2, -0.1, -0.1], [0.1, 0.1, 0.0], [0.1, -0.3, 0.2], [-0.3, 0.3, 0.1], [-0.2, -1.0, -0.5], [0.2, 0.0, 0.0], [0.1, -0.1, -0.2], [-0.1, -0.1, -0.1], [-0.1, 0.0, -0.2], [0.0, 0.1, 0.0], [0.0, -0.1, 0.0], [0.0, 0.0, 0.0], [0.0, 0.0, 0.0], [0.0, 0.0, 0.1], [0.0, 0.0, 0.0], [-0.1, 0.0, -0.1], [0.1, 0.0, 0.0], [0.0, 0.0, 0.0], [0.0, 0.0, 0.0], [0.0, 0.0, 0.1], [0.0, 0.0, 0.0], [0.0, 0.0, 0.0], [0.0, 0.0, 0.1], [0.1, 0.0, -0.2], [0.0, 0.0, 0.0], [0.0, 0.0, 0.0], [0.0, 0.0, 0.0], [0.1, 0.1, 0.0], [0.0, 0.0, 0.0], [-0.2, -0.1, 0.0], [0.0, 0.0, 0.0], [0.0, 0.0, 0.0], [0.0, 0.0, 0.0], [0.0, 0.0, 0.0], [0.0, 0.0, 0.0], [0.0, 0.0, 0.0], [-0.1, 0.0, 0.0], [0.2, 0.0, 0.1], [-0.1, 0.0, 0.0], [0.0, 0.0, 0.0], [0.0, 0.0, 0.0], [0.0, 0.0, 0.0], [0.0, 0.0, 0.0], [0.0, 0.0, 0.0], [0.0, 0.0, 0.0], [0.0, 0.0, 0.0], [0.0, 0.0, 0.0], [0.0, 0.0, 0.0], [0.0, 0.1, -0.1], [0.0, 0.0, 0.1], [-0.1, 0.0, 0.0], [0.0, 0.0, 0.0], [0.0, 0.0, 0.0], [0.0, 0.0, 0.0], [0.0, 0.0, 0.0], [0.0, 0.0, 0.0], [0.0, 0.0, 0.0], [0.0, 0.0, 0.0], [0.0, 0.0, 0.0], [0.0, 0.0, 0.0], [0.0, 0.0, 0.0], [0.0, 0.0, 0.0], [0.0, 0.0, 0.0], [0.0, 0.0, 0.0], [0.0, 0.0, 0.0], [0.0, 0.0, 0.0], [0.0, 0.0, 0.0], [0.0, 0.0, 0.0], [0.0, 0.0, 0.0], [0.0, 0.0, 0.0], [0.0, 0.0, 0.0], [0.0, 0.0, 0.0], [0.0, 0.0, 0.0], [0.1, 0.0, 0.0], [0.0, 0.0, 0.0], [-0.1, 0.0, 0.0], [0.0, 0.0, 0.0], [0.0, 0.0, 0.0], [0.0, 0.0, 0.0], [0.0, 0.0, 0.0], [0.0, 0.0, 0.0], [0.0, 0.0, 0.0], [0.0, 0.0, 0.0], [0.0, 0.0, 0.0], [0.0, 0.0, 0.0], [0.0, 0.0, 0.0], [0.0, 0.0, 0.0], [0.0, 0.0, 0.0], [0.0, 0.0, 0.0], [0.0, 0.0, 0.0], [0.0, 0.0, 0.0], [0.0, 0.0, 0.0], [0.0, 0.0, 0.0]]
}

***

Per-record max |F|, hartree/bohr: 0.0045, 0.0225